ORCA calculation (the ωB97M-V functional and the def2-TZVPD basis) on C7H10FN2O2S as an isolated structure at a distorted geometry.

Each line ends with the natural charge from an NBO analysis.
Geometry (Å):
C  -0.7561  -1.4125  0.8688  -0.054
C  -1.6994  -0.5746  0.3602  0.137
C  -0.4889  -1.3361  -1.2560  0.267
C  2.5066  2.2429  0.3038  0.053
C  0.7061  2.0419  -0.4461  -0.111
C  1.8308  1.1449  -0.0106  0.139
C  -2.8174  0.0675  1.0245  -0.658
N  -0.0194  -1.9301  -0.1726  -0.464
N  -1.4681  -0.4967  -1.0139  -0.469
O  1.5186  3.1664  0.0355  -0.470
O  2.0879  -0.2192  -0.0748  -0.710
F  2.3132  -2.8060  -0.9104  -0.436
S  1.1677  -3.1548  0.1632  0.917
H  -0.4754  -1.7657  1.9063  0.269
H  0.1154  -1.4344  -2.1136  0.247
H  3.4939  2.3898  0.7319  0.210
H  0.5462  2.1243  -1.5494  0.210
H  -0.2191  1.7027  0.2074  0.184
H  -3.0905  0.8721  0.4723  0.232
H  -3.7200  -0.7127  1.2416  0.264
H  -2.5809  0.4759  2.0977  0.270
H  -1.9607  -0.0767  -1.8349  0.476
H  3.0097  -0.3089  -0.0308  0.497

Atoms 1-2, force components in eV/Å:
C 0.39 -0.74 1.92
C 0.23 -0.41 0.58

## Properties
2S+1: 1
Charge: +1
Energy relative to the best compared isomer or geometry (same formula, charge and spin), kJ/mol: 150.3
Strongest force on any atom, eV Å⁻¹: 5.4
Lowest unoccupied orbital energy, eV: -4.1
Gap between HOMO and LUMO, eV: 7.3064
HOMO energy, eV: -11.407
DFT total energy, a.u.: -1030.36586

ORCA calculation (the ωB97M-V functional and the def2-TZVPD basis) on a 2-piece molecular cluster, C7H10FNO overall at a distorted geometry.

Each line ends with the natural charge from an NBO analysis.
Geometry (Å):
C  -1.7052  -1.3433  1.8281  0.143
C  -0.6780  -0.6239  -0.7157  0.740
C  1.4487  0.2571  -1.2923  -0.595
C  0.7093  0.5774  0.9737  -0.600
C  -0.5879  1.7769  -0.9701  -0.602
C  -0.9453  -2.2997  1.2250  0.036
C  0.2473  0.4891  -0.4940  -0.261
N  -2.3960  -0.5548  2.3098  -0.341
O  -1.3135  -1.1013  -1.5575  -0.450
F  0.2011  -2.8217  1.7426  -0.336
H  1.2795  0.2923  -2.3982  0.222
H  1.9893  -0.8047  -0.9928  0.231
H  2.1672  1.0280  -1.1512  0.229
H  0.8235  -0.3905  1.3615  0.232
H  0.2370  1.3396  1.6846  0.242
H  1.7914  0.9043  0.9655  0.213
H  -1.5895  1.7759  -0.4422  0.252
H  0.0102  2.6562  -0.5207  0.222
H  -0.3770  1.8142  -2.0838  0.231
H  -1.3119  -2.9710  0.5276  0.191

Atoms 1-2, force components in eV/Å:
C -0.46 0.20 1.15
C -0.42 -2.57 1.09

## Properties
2S+1: 1
Energy relative to the best compared isomer or geometry (same formula, charge and spin), kJ/mol: 338.4
Strongest force on any atom, eV Å⁻¹: 4.5
Lowest unoccupied orbital energy (spin up / spin down), eV: -0.4 / 0.1
Gap between HOMO and LUMO (spin up / spin down), eV: 7.1854 / 8.2906
HOMO energy (spin up / spin down), eV: -7.593 / -8.166
DFT total energy, a.u.: -502.41963

ORCA calculation (the ωB97M-V functional and the def2-TZVPD basis) on one molecule with the formula C7H10IN3 at a distorted geometry.

Each line ends with the natural charge from an NBO analysis.
Geometry (Å):
C  -4.1111  -2.8771  0.0818  -0.035
N  -4.0344  -1.6899  0.4999  -0.406
C  -3.9408  -0.5363  -0.4046  -0.002
I  -5.6170  0.8057  0.0458  0.089
N  -2.6835  0.0048  0.0375  -0.415
C  -1.5826  0.1294  -0.5939  0.080
C  -0.4470  0.4530  0.1542  0.038
N  0.6940  0.6131  -0.3826  -0.373
C  1.7835  0.5655  0.4308  -0.080
C  3.0247  1.0069  -0.1216  -0.125
C  4.2068  1.2001  0.6923  -0.656
H  -4.3534  -3.7495  0.6913  0.176
H  -4.2020  -3.2574  -0.9474  0.139
H  -3.9590  -0.6684  -1.4876  0.180
H  -1.4517  0.0863  -1.7147  0.171
H  -0.4153  0.3744  1.1957  0.168
H  1.7467  0.1449  1.4310  0.176
H  3.0198  1.4863  -1.1543  0.213
H  3.8557  1.0792  1.8407  0.211
H  5.0503  0.6301  0.4370  0.226
H  4.5883  2.2569  0.5199  0.226

Atoms 1-2, force components in eV/Å:
C -1.21 -0.56 -1.04
N -0.82 -0.22 -0.28

## Properties
2S+1: 1
Energy relative to the best compared isomer or geometry (same formula, charge and spin), kJ/mol: 11.1
Strongest force on any atom, eV Å⁻¹: 5.4
Lowest unoccupied orbital energy, eV: -0.7
Gap between HOMO and LUMO, eV: 7.7515
HOMO energy, eV: -8.453
DFT total energy, a.u.: -734.54639

ORCA calculation (the ωB97M-V functional and the def2-TZVPD basis) on an isolated ion of composition C7H10N and charge +1 at a distorted geometry.

Each line ends with the natural charge from an NBO analysis.
Geometry (Å):
C  -1.5268  -0.2700  0.8988  -0.470
C  -1.9380  -0.7303  -0.4648  -0.418
C  1.8230  -1.7773  -0.3414  -0.382
C  1.8470  0.6808  0.3807  -0.225
C  0.9585  1.6516  0.2964  -0.020
C  1.3807  -0.6392  -0.0130  0.076
C  -0.5892  -0.0492  -0.2189  0.089
N  -0.3082  1.4023  -0.4678  -0.577
H  -2.1843  0.5733  1.1620  0.220
H  -1.2860  -0.9844  1.7426  0.262
H  -1.9667  -1.7832  -0.6810  0.254
H  -2.7379  -0.1710  -0.9637  0.239
H  1.0686  -2.5077  -0.5597  0.240
H  2.8742  -2.1629  -0.5916  0.269
H  2.8166  0.6800  0.9943  0.289
H  0.9504  2.6450  0.6061  0.232
H  -1.0307  2.0993  -0.1800  0.451
H  -0.1512  1.3428  -1.5988  0.469

Atoms 1-2, force components in eV/Å:
C -0.71 -0.53 1.57
C 0.70 0.32 -0.59

## Properties
2S+1: 1
Charge: +1
Energy relative to the best compared isomer or geometry (same formula, charge and spin), kJ/mol: 408.1
Strongest force on any atom, eV Å⁻¹: 6.3
Lowest unoccupied orbital energy, eV: -4.1
Gap between HOMO and LUMO, eV: 9.6977
HOMO energy, eV: -13.774
DFT total energy, a.u.: -327.04557

ORCA calculation (the ωB97M-V functional and the def2-TZVPD basis) on an isolated ion of composition C7H10N and charge +1 at a distorted geometry.

Each line ends with the natural charge from an NBO analysis.
Geometry (Å):
C  -1.8294  -1.0637  0.3210  -0.611
C  -0.6302  -0.3461  -0.1827  -0.140
C  -0.8675  0.8647  -0.9456  -0.383
C  -0.2883  0.8877  0.4880  -0.049
N  1.2898  1.0907  0.5261  -0.515
C  1.7513  0.0452  -0.4341  -0.158
C  1.7504  -1.4251  0.0237  -0.138
C  0.6252  -0.9893  -0.4480  0.097
H  -2.7146  -0.4271  0.1732  0.228
H  -1.7598  -1.3046  1.3726  0.231
H  -2.1244  -2.0358  -0.0352  0.259
H  -1.8772  1.2123  -1.0819  0.257
H  -0.1777  1.1353  -1.7954  0.247
H  -0.9727  1.3124  1.1641  0.266
H  1.4984  0.9632  1.4648  0.427
H  1.7115  2.0484  0.3569  0.459
H  2.2955  0.4074  -1.2851  0.237
H  2.3196  -2.3755  0.3177  0.287

Atoms 1-2, force components in eV/Å:
C -1.56 -0.26 1.07
C -1.50 -3.00 -0.85

## Properties
2S+1: 1
Charge: +1
Energy relative to the best compared isomer or geometry (same formula, charge and spin), kJ/mol: 365.4
Strongest force on any atom, eV Å⁻¹: 3.6
Lowest unoccupied orbital energy, eV: -3.4
Gap between HOMO and LUMO, eV: 10.6734
HOMO energy, eV: -14.041
DFT total energy, a.u.: -327.06184

ORCA calculation (the ωB97M-V functional and the def2-TZVPD basis) on one molecule with the formula C7H10N2 at a distorted geometry.

Each line ends with the natural charge from an NBO analysis.
Geometry (Å):
C  0.0726  -1.4371  1.2964  0.253
N  -1.0680  -1.3406  1.8585  -0.445
C  -1.8436  -0.7521  0.7319  -0.243
C  -0.7492  -0.0864  -0.1622  0.057
C  -0.7788  0.4776  -1.5692  -0.433
C  -0.2403  1.1889  -0.4025  -0.251
C  1.2644  1.1678  -0.3429  -0.428
C  1.7079  -0.2989  0.1340  -0.244
N  0.3909  -1.0005  0.0083  -0.451
H  0.6767  -2.3849  1.8199  0.199
H  -2.4292  -1.5536  0.2974  0.214
H  -2.5811  0.1849  0.9854  0.196
H  -0.1900  -0.1435  -2.3456  0.228
H  -1.7677  0.8369  -2.1417  0.228
H  -0.5504  2.3155  -0.0446  0.242
H  1.8049  1.6686  -1.1346  0.228
H  1.4700  2.0946  0.3656  0.206
H  2.4548  -0.8553  -0.5750  0.218
H  2.3560  -0.0819  1.2209  0.225

Atoms 1-2, force components in eV/Å:
C 1.32 -5.95 3.01
N -0.32 1.08 -1.93

## Properties
2S+1: 1
Energy relative to the best compared isomer or geometry (same formula, charge and spin), kJ/mol: 517.4
Strongest force on any atom, eV Å⁻¹: 6.8
Lowest unoccupied orbital energy, eV: 1.0
Gap between HOMO and LUMO, eV: 10.0951
HOMO energy, eV: -9.130
DFT total energy, a.u.: -382.05510

Q: Among the records above, which one has the highest energy relative to the best compared isomer or geometry (same formula, charge and spin)?
A: C7H10N2